No. 1
Here is an isolated molecule of C3H7NO2S at a distorted geometry from the Open Molecules 2025 dataset. Energies are from wB97M-V/def2-TZVPD.

- structure (SMILES) = N[C@H](CS)C(=O)O
- orbital gap (eV) = 9.686
- ΔE to the lowest compared entry with this formula, charge and spin (kcal/mol) = 12.4
- largest force on an atom (eV Å⁻¹) = 2.357
- E_LUMO (hartree) = 0.02117

Each line ends with the Mulliken charge.
Element x y z (Å)
H  -0.560  0.372  -1.362  0.306
C  -1.260  0.575  0.584  0.340
C  -0.235  -0.044  -0.402  0.210
H  1.936  -1.117  -1.704  0.143
H  1.178  1.521  -0.022  0.338
O  -2.372  0.131  0.706  -0.574
O  -0.723  1.391  1.522  -0.429
S  2.291  0.162  -1.550  -0.246
H  -1.472  1.764  2.009  0.345
H  0.036  -1.836  0.486  0.256
H  -1.279  -1.774  -0.471  0.304
N  -0.304  -1.488  -0.406  -0.613
H  1.579  -0.098  0.734  0.387
C  1.184  0.440  -0.125  -0.767

No. 2
Here is an isolated molecule of C3H7NO2S at a distorted geometry from the Open Molecules 2025 dataset. Energies are from wB97M-V/def2-TZVPD.

- orbital gap (spin up / spin down) (eV) = 9.277 / 7.977
- ΔE to the lowest compared entry with this formula, charge and spin (kcal/mol) = 140.5
- largest force on an atom (eV Å⁻¹) = 2.481
- E_LUMO (spin up / spin down) (hartree) = -0.00800 / -0.00833

Each line ends with the Mulliken charge.
Element x y z (Å)
N  -1.710  -0.504  -0.607  -0.522
O  1.407  -1.955  0.389  -0.467
H  1.805  -2.708  -0.116  0.356
H  -1.483  -1.127  0.178  0.255
H  -1.015  1.414  -1.211  0.262
C  -1.284  0.803  -0.246  -0.309
H  -0.457  1.600  1.581  0.426
C  1.329  -0.843  -0.399  -0.101
H  -0.489  -0.081  1.409  0.366
O  1.647  1.626  -0.830  -0.599
H  -2.196  1.241  0.120  0.348
H  1.081  -1.000  -1.488  0.441
C  -0.208  0.837  0.901  -0.771
S  1.575  0.696  0.318  0.316

No. 3
Here is an isolated molecule of C3H7NO2S at a distorted geometry from the Open Molecules 2025 dataset. Energies are from wB97M-V/def2-TZVPD.

- orbital gap (eV) = 10.591
- ΔE to the lowest compared entry with this formula, charge and spin (kcal/mol) = 59.6
- largest force on an atom (eV Å⁻¹) = 3.905
- E_LUMO (hartree) = 0.02844

Each line ends with the Mulliken charge.
Element x y z (Å)
C  -0.363  -1.212  -0.222  -1.420
H  1.790  1.770  -0.788  0.298
C  0.198  -0.376  0.836  0.518
H  -0.456  -2.200  0.222  0.355
H  0.292  1.868  1.172  0.246
O  1.441  -0.847  1.146  -0.451
O  2.784  -0.686  -1.126  -0.485
S  2.664  -0.074  0.141  0.504
H  -1.346  -0.804  -0.487  0.362
C  0.275  1.066  0.433  -0.459
H  -0.365  1.327  -0.451  0.246
H  -0.408  -0.615  1.835  0.247
H  0.194  -1.245  -1.060  0.375
N  1.668  1.267  0.041  -0.337

No. 4
Here is the ion C3H7NO2S with charge +1 at a distorted geometry from the Open Molecules 2025 dataset. Energies are from wB97M-V/def2-TZVPD.

- spin multiplicity = 2
- total charge = +1
- orbital gap (spin up / spin down) (eV) = 9.559 / 4.853
- ΔE to the lowest compared entry with this formula, charge and spin (kcal/mol) = 26.9
- largest force on an atom (eV Å⁻¹) = 3.051
- E_LUMO (spin up / spin down) (hartree) = -0.16937 / -0.34200

Each line ends with the Mulliken spin population.
Element x y z (Å)
N  -0.111  0.546  -1.092  0.001
H  1.919  -2.544  0.993  -0.015
C  -0.867  1.478  -0.432  -0.001
H  1.808  -0.269  -0.585  -0.013
C  0.746  -0.493  -0.527  0.023
H  0.394  0.259  1.446  0.006
C  0.402  -0.694  0.927  -0.034
H  -0.467  -1.278  1.355  0.039
S  1.743  -1.671  1.975  0.995
H  -0.683  0.284  -1.874  0.000
O  -0.916  1.745  0.754  0.003
H  0.566  -1.425  -1.106  -0.005
H  -2.670  2.017  -0.628  0.000
O  -1.864  2.047  -1.206  0.001

No. 5
Here is an isolated molecule of C3H7NO2S2 at a distorted geometry from the Open Molecules 2025 dataset. Energies are from wB97M-V/def2-TZVPD.

- orbital gap (eV) = 8.923
- ΔE to the lowest compared entry with this formula, charge and spin (kcal/mol) = 61.7
- largest force on an atom (eV Å⁻¹) = 4.123
- E_LUMO (hartree) = 0.02206

Each line ends with the Mulliken charge.
Element x y z (Å)
S  -0.806  1.263  -0.036  0.576
O  -0.533  1.226  1.375  -0.512
O  -2.479  1.474  -0.348  -0.486
H  -1.481  -0.468  -1.555  0.374
C  0.475  -1.195  -0.482  -0.778
H  0.943  -1.125  1.622  0.251
H  -1.476  -1.165  0.272  0.322
H  0.872  -0.906  -1.433  0.348
N  1.166  -0.786  0.695  -0.075
H  0.309  -2.323  -0.704  0.339
C  -0.973  -0.578  -0.520  -0.514
S  2.163  1.309  -0.608  -0.267
C  1.920  0.294  0.652  -0.126
H  2.542  0.627  1.623  0.217
H  -2.642  2.353  -0.552  0.330

No. 6
Here is an isolated molecule of C3H7NO3 at a distorted geometry from the Open Molecules 2025 dataset. Energies are from wB97M-V/def2-TZVPD.

- structure (SMILES) = C=C(ON)OCO
- orbital gap (eV) = 8.682
- ΔE to the lowest compared entry with this formula, charge and spin (kcal/mol) = 118.3
- largest force on an atom (eV Å⁻¹) = 3.468
- E_LUMO (hartree) = 0.01708

Each line ends with the Mulliken charge.
Element x y z (Å)
H  1.291  -0.334  2.295  0.337
H  -1.196  1.629  1.899  0.243
C  1.588  -0.491  1.269  -0.760
H  -1.843  -0.643  -1.042  0.339
H  -1.670  0.080  1.578  0.209
O  -0.290  0.802  0.405  -0.265
C  -0.225  -0.118  -1.925  -0.155
C  0.970  0.126  0.248  0.595
O  1.246  -0.094  -1.029  -0.477
N  -0.862  0.685  1.716  -0.456
H  2.457  -1.103  1.066  0.265
H  0.295  -0.440  -2.824  0.267
H  -0.530  0.926  -1.966  0.317
O  -1.230  -1.025  -1.689  -0.461

No. 7
Here is an isolated molecule of C3H7NO3 at a distorted geometry from the Open Molecules 2025 dataset. Energies are from wB97M-V/def2-TZVPD.

- structure (SMILES) = [H]/N=C(/C)OC(O)O
- orbital gap (eV) = 10.676
- ΔE to the lowest compared entry with this formula, charge and spin (kcal/mol) = 71.0
- largest force on an atom (eV Å⁻¹) = 3.070
- E_LUMO (hartree) = 0.02470

Each line ends with the Mulliken charge.
Element x y z (Å)
O  0.226  0.043  -1.181  -0.456
C  -0.889  -0.230  0.067  0.816
C  -1.960  0.777  -0.109  -1.107
H  -2.565  0.496  -0.970  0.282
H  2.885  -1.047  -0.126  0.321
O  1.951  -1.146  -0.345  -0.491
H  2.085  0.846  -0.989  0.343
H  -0.098  -1.852  0.762  0.277
C  1.384  0.118  -0.557  0.231
O  1.025  0.714  0.812  -0.572
H  -1.530  1.756  -0.293  0.287
H  -2.590  0.784  0.779  0.339
H  1.029  0.067  1.531  0.344
N  -0.953  -1.326  0.620  -0.614

No. 8
Here is an isolated molecule of C3H7NO3 at a distorted geometry from the Open Molecules 2025 dataset. Energies are from wB97M-V/def2-TZVPD.

- structure (SMILES) = [H]/N=C(/C)C(O)(O)O
- orbital gap (eV) = 10.423
- ΔE to the lowest compared entry with this formula, charge and spin (kcal/mol) = 49.4
- largest force on an atom (eV Å⁻¹) = 3.714
- E_LUMO (hartree) = 0.01830

Each line ends with the Mulliken charge.
Element x y z (Å)
O  1.835  0.811  -0.043  -0.550
C  -0.817  -1.357  1.187  -1.148
C  0.802  -0.189  -0.359  0.688
O  1.429  -1.403  -0.201  -0.528
C  -0.459  -0.102  0.515  0.622
H  -0.063  -1.770  1.827  0.334
O  0.415  0.074  -1.665  -0.563
H  -0.951  -2.139  0.503  0.340
H  2.390  0.425  0.657  0.320
H  -1.637  -1.192  1.938  0.325
N  -1.147  0.954  0.732  -0.739
H  1.115  0.752  -2.103  0.373
H  1.654  -1.636  -1.107  0.299
H  -0.859  1.757  0.216  0.227

No. 9
Here is a cluster of 2 separate species, C3H7NO3 in total at a distorted geometry from the Open Molecules 2025 dataset. Energies are from wB97M-V/def2-TZVPD.

- orbital gap (spin up / spin down) (eV) = 5.550 / 8.774
- ΔE to the lowest compared entry with this formula, charge and spin (kcal/mol) = 190.5
- largest force on an atom (eV Å⁻¹) = 4.101
- E_LUMO (spin up / spin down) (hartree) = -0.02903 / 0.01049

Each line ends with the Mulliken charge.
Element x y z (Å)
H  -0.552  -1.068  1.163  0.308
H  0.697  0.138  1.612  0.368
O  0.780  -1.824  -2.108  -0.333
O  -2.262  -2.678  0.232  -0.315
O  -0.915  -2.910  0.722  -0.548
H  -0.901  0.689  1.068  0.326
C  -0.051  -0.068  0.875  -0.873
H  0.747  1.945  -0.194  0.331
H  -2.246  -3.514  -0.312  0.329
H  1.898  1.126  -1.448  0.343
H  0.269  1.567  -1.899  0.311
C  0.912  1.170  -1.018  -0.926
C  0.481  -1.123  -1.235  0.565
N  0.366  -0.071  -0.538  0.112